Here is a structure of composition C24H7F15GeN2O11P2SW from OMol25. Energies are from wB97M-V/def2-TZVPD.

Total charge: +2
HOMO level, eV: -14.942
Energy relative to the best compared isomer or geometry (same formula, charge and spin), kJ/mol: 117.0
Gap between HOMO and LUMO, eV: 5.611
Total energy, Eh: -6578.542165
E_LUMO, eV: -9.33

Geometry as XYZ:
```
64
Properties=species:S:1:pos:R:3:nbo_charge:R:1
W 1.20 -0.08 0.04 1.968
Ge 5.01 -0.37 -0.75 1.581
S 2.77 0.17 -1.49 -0.078
P -0.87 -1.01 2.39 2.549
P 0.98 -2.77 1.01 2.561
F 5.69 0.36 -3.59 -0.296
F 3.72 -5.16 -2.53 -0.257
F 5.02 -0.84 5.29 -0.236
F 2.89 0.39 4.12 -0.258
F 7.64 4.16 -0.26 -0.257
F 7.55 -1.37 -1.98 -0.295
F 2.76 0.72 1.51 -0.332
F 7.04 -1.79 3.75 -0.241
F 6.93 -1.51 1.06 -0.283
F 8.13 -3.70 -3.21 -0.250
F 3.13 -2.84 -1.31 -0.320
F 8.11 4.30 -2.92 -0.240
F 6.19 2.13 0.74 -0.302
F 7.14 2.42 -4.59 -0.251
F 6.22 -5.59 -3.48 -0.241
O -2.79 4.26 -0.93 -0.613
O -2.15 1.41 -1.50 -0.447
O -0.25 0.24 -1.07 -0.648
O -2.05 -1.14 1.37 -0.994
O 0.07 0.04 1.63 -1.019
O -0.03 -2.41 2.16 -1.052
O 2.02 -1.57 1.01 -0.958
O 1.40 -4.13 0.84 -0.951
O 0.24 -2.02 -0.29 -0.964
O -1.17 -0.78 3.78 -0.993
O -1.55 5.81 0.09 -0.506
N 0.51 4.16 0.61 -0.444
N 0.92 2.08 0.17 -0.507
C 5.33 -2.05 -1.62 -0.625
C -1.07 1.38 -1.02 0.793
C 6.91 2.33 -3.30 0.265
C 5.93 1.18 -1.40 -0.644
C 6.00 -1.20 3.20 0.294
C 6.43 2.17 -0.58 0.365
C 6.60 -2.30 -2.13 0.431
C 6.18 1.29 -2.77 0.429
C 4.38 -3.04 -1.77 0.362
C 7.42 3.30 -2.43 0.351
C 3.88 -0.08 3.40 0.274
C 4.65 -4.24 -2.40 0.280
C 4.97 -0.71 3.99 0.338
C -0.33 2.42 -0.33 -0.037
C 5.92 -1.06 1.82 0.421
C 2.75 3.43 1.36 -0.662
C 7.17 3.23 -1.07 0.275
C 6.92 -3.49 -2.75 0.269
C 1.42 3.19 0.73 0.483
C 5.94 -4.46 -2.89 0.349
C 4.85 -0.44 1.18 -0.610
C -0.60 3.72 -0.05 0.103
C 3.88 0.04 2.03 0.395
C -1.71 4.69 -0.30 0.761
H -0.12 -2.44 -1.09 0.587
H 0.60 5.13 0.91 0.482
H -2.75 3.32 -1.18 0.513
H 3.54 2.91 0.82 0.245
H -2.92 -1.29 1.79 0.553
H 2.96 4.50 1.35 0.264
H 2.75 3.10 2.40 0.270
```

Here is a structure of composition C4H6O5Rh at a distorted geometry from OMol25. Energies are from wB97M-V/def2-TZVPD.

Total charge: +3
HOMO level (alpha / beta), eV: -22.740 / -22.556
2S+1: 5
Gap between HOMO and LUMO (alpha / beta), eV: 9.102 / 4.425
Total energy, Eh: -641.177926
E_LUMO (alpha / beta), eV: -13.64 / -18.13

Geometry as XYZ:
```
16
Properties=species:S:1:pos:R:3:mulliken_spin:R:1
Rh -0.66 -0.53 0.46 2.753
O 2.04 -2.54 2.66 0.006
O -1.18 0.80 -1.11 0.080
O -2.62 -0.03 0.10 0.047
O 0.76 -0.88 1.80 0.126
O 2.99 -0.87 1.57 0.048
C 2.03 -1.43 1.99 -0.010
C -2.49 0.82 -0.92 0.034
C -0.62 1.65 -2.08 0.441
C 0.60 1.42 -2.53 0.405
H 1.20 0.57 -2.20 0.024
H 1.01 2.09 -3.29 0.025
H 0.58 -0.39 2.63 0.009
H -3.53 -0.19 0.38 0.003
H 1.19 -2.91 2.94 -0.002
H -1.31 2.42 -2.41 0.010
```

Here is a cluster of 6 separate species, C55H68F3N7O6 in total at a distorted geometry from OMol25. Energies are from wB97M-V/def2-TZVPD.

HOMO level, eV: -8.008
Gap between HOMO and LUMO, eV: 7.087
Total energy, Eh: -3270.530055
E_LUMO, eV: -0.92

Geometry as XYZ:
```
139
Properties=species:S:1:pos:R:3:mulliken_charge:R:1
F 1.19 0.95 -5.62 -0.138
F -0.23 2.72 -6.02 -0.295
F -0.01 0.33 -3.32 -0.410
O 6.44 2.35 -2.59 -0.586
O 4.19 3.99 -4.33 -0.450
O -3.23 1.28 3.32 -0.382
O 6.30 0.52 -0.45 -0.406
O 3.86 0.69 0.81 -0.595
O -0.87 3.07 1.33 -0.374
N 13.32 -0.39 -2.74 0.022
N -0.86 0.09 10.55 0.106
N -11.52 -2.62 1.78 -0.019
N 5.49 -1.81 -5.60 0.085
N -0.96 0.94 6.33 0.117
N 5.19 0.92 -1.16 0.570
N 4.76 6.25 -3.37 -0.432
C -6.03 -2.77 -3.15 2.122
C -0.30 -0.89 11.32 -0.328
C 3.12 1.98 -1.21 -0.095
C 0.20 1.67 6.33 -0.506
C -7.65 -0.86 -1.23 -1.999
C 1.13 1.00 7.08 -0.355
C 3.56 -1.21 -6.52 -0.871
C -0.37 1.53 -3.93 0.585
C 11.41 0.19 -3.70 -0.294
C -0.79 -0.18 7.09 -0.560
C 4.60 -2.10 -6.60 -0.492
C 12.45 -0.70 -3.76 -0.632
C 0.82 1.73 0.00 -0.893
C 5.40 2.00 -2.10 -0.406
C -4.87 -3.69 -3.77 -1.669
C 12.84 0.69 -2.05 -0.586
C 0.52 2.96 1.00 -0.828
C -7.07 -3.82 -2.51 -1.347
C 6.79 -0.71 -1.08 0.479
C 3.37 3.43 -3.30 0.272
C -5.45 0.95 2.14 -1.127
C -3.24 0.21 1.11 -0.248
C 1.92 3.73 -3.24 -0.606
C -9.41 -2.52 2.45 -0.130
C 3.95 2.54 -2.31 0.476
C -6.15 0.48 0.91 -0.223
C -6.13 -0.59 -1.58 3.153
C -10.01 -3.69 3.00 -0.721
C -2.25 -0.26 12.24 -0.459
C 1.70 2.30 -1.15 0.925
C -5.43 -0.12 -0.22 -0.206
C -4.00 0.82 2.21 0.077
C 1.05 3.17 -2.18 0.667
C -2.05 0.48 11.10 -0.437
C -11.31 -3.72 2.57 -0.427
C -3.95 -0.26 -0.11 -0.230
C 9.55 -3.02 -1.07 -0.871
C -5.32 -1.85 -2.07 -1.915
C 4.49 5.25 -3.87 0.394
C -1.30 2.53 -3.19 -0.090
C -1.10 2.40 2.60 -0.280
C 5.03 -0.73 -4.88 -0.770
C 8.37 -0.75 -0.80 -0.325
C 0.50 -0.18 7.57 -0.624
C -6.07 0.67 -2.55 -1.358
C -2.66 2.56 2.88 -0.834
C 11.66 1.07 -2.62 -0.375
C -10.37 -1.88 1.71 -0.558
C 0.17 1.74 -5.16 0.067
C 8.77 -2.09 -0.03 -0.483
C 3.83 -0.35 -5.43 0.497
C -1.14 -1.13 12.38 -0.521
C 4.03 1.10 -0.30 0.051
C -6.66 -2.00 -4.38 -1.576
C -0.48 3.49 -2.17 -0.613
H 9.39 -1.80 0.86 0.349
H 10.17 -2.38 -1.76 0.176
H -7.26 0.61 0.91 0.156
H -10.33 -0.97 1.13 0.398
H -0.98 -1.85 13.17 0.380
H 8.77 -3.52 -1.70 0.247
H -8.15 0.06 -0.82 0.629
H 6.35 -2.30 -5.42 0.182
H -5.04 -2.51 -1.19 0.460
H -5.87 -1.30 -4.82 0.245
H 2.14 1.31 7.26 0.412
H 10.16 -3.74 -0.47 0.323
H 7.85 -2.63 0.33 0.316
H 8.63 0.12 -0.13 0.307
H -2.85 3.34 3.67 0.365
H -3.10 -0.18 12.90 0.385
H -1.60 -0.88 7.23 0.405
H 0.94 -0.94 8.19 0.502
H -4.35 -1.49 -2.54 0.243
H -8.23 -1.11 -2.17 0.183
H -2.13 0.09 1.16 0.252
H 14.17 -0.88 -2.54 0.187
H -0.49 2.91 3.39 0.375
H -7.83 -1.71 -0.52 0.195
H 0.27 2.60 5.78 0.432
H -2.04 1.90 -2.61 -0.085
H -1.81 1.20 5.86 0.174
H -8.12 -3.53 -2.83 0.279
H 12.65 -1.52 -4.42 0.387
H -9.54 -4.42 3.63 0.381
H -0.70 4.56 -2.43 0.614
H 0.77 3.91 0.43 0.442
H 1.45 1.01 0.59 0.534
H -12.10 -4.42 2.76 0.373
H -3.16 2.88 1.93 0.438
H 2.70 -1.19 -7.17 0.406
H 1.44 4.40 -4.00 0.479
H 5.59 -0.34 -4.05 -0.053
H -4.04 -3.00 -4.10 0.351
H 10.56 0.20 -4.37 0.452
H 8.88 -0.63 -1.79 0.065
H -6.02 1.42 2.99 0.381
H -12.39 -2.39 1.33 0.187
H 6.60 -0.70 -2.18 -0.402
H -6.82 -4.87 -2.84 0.369
H -0.92 3.28 -1.15 -0.249
H 0.64 -1.34 11.05 0.341
H -0.46 0.47 9.71 0.192
H 13.39 1.10 -1.21 0.390
H -5.24 -4.36 -4.59 0.439
H -2.66 1.24 10.64 0.358
H -7.04 1.24 -2.49 0.299
H -1.83 3.18 -3.93 0.340
H -0.83 1.31 2.46 0.287
H 11.03 1.89 -2.30 0.452
H 4.79 -2.91 -7.29 0.389
H -7.63 -1.49 -4.18 0.288
H 3.22 0.47 -5.08 0.604
H -4.46 -4.27 -2.89 0.404
H -5.29 1.38 -2.13 0.351
H -0.12 1.23 -0.35 0.127
H -8.39 -2.19 2.58 0.519
H -5.76 0.44 -3.60 0.231
H -3.30 -0.68 -0.91 0.296
H -6.84 -2.76 -5.20 0.453
H -6.99 -3.72 -1.39 0.256
H 6.26 -1.62 -0.67 0.233
H 1.21 2.94 1.89 0.422
```

Here is a cluster of 3 separate species, C4H14NO3 in total at a distorted geometry from OMol25. Energies are from wB97M-V/def2-TZVPD.

Total charge: +1
HOMO level, eV: -14.552
Energy relative to the best compared isomer or geometry (same formula, charge and spin), kJ/mol: 198.2
Gap between HOMO and LUMO, eV: 11.374
Total energy, Eh: -440.982910
E_LUMO, eV: -3.18

Geometry as XYZ:
```
22
Properties=species:S:1:pos:R:3:nbo_charge:R:1
O -0.44 -1.30 -1.99 -0.992
O -0.11 2.52 1.69 -0.489
O -1.83 -0.96 -4.14 -0.987
N 0.29 0.05 0.35 -0.547
C 1.43 0.97 0.64 -0.341
C 0.30 -1.36 1.05 -0.213
C 0.13 -1.08 2.57 -0.651
C 1.03 2.27 1.30 0.402
H 1.90 1.18 -0.32 0.259
H -2.26 -1.64 -4.74 0.497
H 1.79 3.14 1.28 0.176
H -1.38 -1.77 -1.89 0.494
H -0.63 -0.38 2.77 0.225
H 1.06 -0.83 3.04 0.218
H -2.45 -0.28 -3.81 0.492
H -0.23 -1.71 -2.85 0.515
H -0.28 -1.93 3.13 0.256
H 0.11 -0.05 -0.66 0.482
H -0.70 -1.94 0.80 0.247
H 1.20 -1.92 1.05 0.242
H 2.13 0.35 1.28 0.260
H -0.65 0.52 0.57 0.452
```